C36H36Cl2F2N8O2S2Sn | ωB97M-V/def2-TZVPD

Structure (XYZ):
```
89
Properties=species:S:1:pos:R:3:forces:R:3:lowdin_charge:R:1
Sn 0.20488 0.24461 0.47661 0.5 -0.4 0.0 1.14
C -4.39118 1.21291 -1.59279 0.0 0.1 0.0 -0.03
N -4.21282 1.43239 -0.17402 -0.1 -0.1 -0.1 -0.14
C -5.44825 1.58158 0.57699 0.0 0.0 0.0 -0.05
C -3.03398 1.17947 0.47260 0.0 0.1 -0.1 -0.38
N -2.14002 0.31004 0.03800 0.6 -0.2 0.1 0.05
C -2.59876 -0.83833 -0.67024 -0.3 -0.1 0.3 -0.25
C -3.68640 -1.49959 -0.14867 0.1 0.0 0.1 -0.03
C -4.22138 -2.65520 -0.73890 0.0 0.0 0.0 -0.06
C -3.63348 -3.16779 -1.85343 0.0 0.0 0.0 -0.04
C -2.47327 -2.56371 -2.39450 0.0 0.0 0.0 -0.15
C -1.83975 -3.19189 -3.49184 0.0 0.0 0.0 -0.04
C -0.66786 -2.70462 -3.98568 0.0 0.1 0.0 -0.06
C -0.13145 -1.53013 -3.44036 0.0 0.0 0.0 -0.04
C -0.75240 -0.83338 -2.42647 0.3 0.0 -0.3 -0.31
N -0.11351 0.35034 -1.97317 0.3 -0.3 0.4 0.07
C 0.35839 1.17045 -2.88990 -0.3 0.1 0.0 -0.39
N -0.26152 1.37632 -4.09350 -0.1 0.0 -0.1 -0.14
C 0.51902 1.43901 -5.31747 0.0 0.0 0.0 -0.05
C -1.67403 1.13109 -4.28816 0.0 0.0 0.0 -0.03
N 1.45428 1.94554 -2.68303 0.2 0.0 0.0 -0.15
C 2.68672 1.40727 -2.13640 -0.1 -0.1 -0.1 -0.05
C 1.56509 3.27974 -3.23994 -0.1 0.0 0.0 -0.05
C -1.93210 -1.37193 -1.82089 -0.1 0.1 -0.1 -0.11
N -2.83703 1.91119 1.59225 0.1 0.0 0.0 -0.13
C -2.10971 1.39788 2.74176 0.0 -0.1 -0.1 -0.08
C -3.30390 3.28214 1.71802 0.0 0.0 0.0 -0.04
H -4.85978 2.09480 -2.03728 0.0 0.0 0.0 0.10
H -5.01751 0.33928 -1.79464 0.0 0.0 0.0 0.10
H -3.42807 1.05658 -2.06203 -0.1 0.0 0.1 0.06
H -6.17130 0.83890 0.22750 0.0 0.0 0.0 0.09
H -5.88648 2.57488 0.44627 0.0 0.0 0.0 0.09
H -5.27272 1.40739 1.63608 0.0 0.0 0.0 0.09
H -4.12550 -1.12231 0.76798 0.0 0.0 0.0 0.12
H -5.08207 -3.13566 -0.29121 0.0 0.0 0.0 0.11
H -4.02186 -4.05974 -2.32902 0.0 0.0 0.0 0.11
H -2.28831 -4.08646 -3.90651 0.0 0.0 0.1 0.11
H -0.14069 -3.21517 -4.78171 0.0 0.0 0.0 0.11
H 0.81796 -1.15848 -3.80849 0.0 0.0 0.0 0.12
H 1.57811 1.32110 -5.10267 0.0 0.0 0.0 0.09
H 0.36436 2.38296 -5.84549 0.0 0.0 0.0 0.09
H 0.21818 0.62042 -5.97797 0.0 0.0 0.0 0.10
H -2.18303 1.24823 -3.33807 0.0 0.0 -0.1 0.07
H -1.87734 0.12904 -4.67738 0.0 0.0 0.0 0.10
H -2.06383 1.86767 -4.99304 0.0 0.0 0.0 0.10
H 2.51942 0.40446 -1.76432 0.0 0.0 0.0 0.04
H 3.06164 2.02535 -1.31745 0.0 0.0 0.0 0.09
H 3.45417 1.37375 -2.91764 0.0 0.0 0.0 0.10
H 0.58441 3.64853 -3.52805 0.0 0.0 0.0 0.10
H 2.23806 3.31442 -4.10257 0.0 0.0 0.0 0.09
H 1.97250 3.94456 -2.47467 0.0 0.0 0.0 0.09
H -2.10169 0.31194 2.70772 -0.1 0.0 0.0 0.03
H -2.62916 1.71616 3.64746 0.0 0.0 0.0 0.10
H -1.08186 1.76284 2.79223 0.0 0.0 0.0 0.05
H -3.65863 3.65036 0.75948 0.0 0.0 0.0 0.10
H -2.47294 3.90585 2.04543 0.0 0.0 0.0 0.09
H -4.10839 3.36576 2.45442 0.0 0.0 0.0 0.09
S 0.10362 -0.87891 2.82326 -0.2 0.6 -0.4 0.68
C 1.51611 -1.81357 2.45771 0.3 -0.1 0.2 -0.69
C 2.58457 -1.82863 3.36057 -0.2 0.0 0.0 -0.05
C 3.74778 -2.52117 3.07996 0.1 -0.1 0.0 -0.18
C 4.83691 -2.49134 4.01882 0.1 0.0 0.0 -0.17
N 5.69743 -2.44491 4.78127 -0.1 0.0 -0.1 0.17
C 3.85639 -3.22092 1.86368 0.1 0.0 0.1 -0.19
C 2.81380 -3.18616 0.95686 -0.1 -0.1 0.0 -0.08
C 1.64288 -2.47366 1.22690 0.1 -0.2 0.1 -0.69
S 0.42543 -2.30955 0.00084 -0.2 0.6 -0.3 0.75
C 5.06308 -3.93265 1.53567 0.0 0.0 -0.1 -0.18
N 6.02454 -4.49722 1.25274 -0.1 0.1 0.0 0.17
H 2.49566 -1.27018 4.28300 0.0 0.0 0.0 0.12
H 2.90702 -3.70349 0.01229 0.1 0.1 0.0 0.11
Cl 7.90181 1.40011 2.02144 0.0 0.0 0.0 0.66
C 6.27649 0.97785 1.56993 0.2 0.0 0.0 -0.67
C 6.06611 0.11550 0.49171 0.0 0.0 0.1 -0.11
C 4.78557 -0.20754 0.12603 -0.3 0.0 0.0 -0.55
Cl 4.53559 -1.29428 -1.20773 0.1 0.0 0.0 0.75
C 3.62497 0.30064 0.79711 0.2 0.1 0.2 -0.38
O 2.46116 -0.07038 0.39664 -0.7 0.5 -0.1 -0.27
C 3.89471 1.17760 1.88967 0.0 -0.2 -0.4 -0.12
C 2.83705 1.82155 2.64422 -0.1 0.1 0.2 -0.19
O 1.63939 1.77774 2.43056 0.1 0.0 -0.1 -0.07
C 5.21383 1.48903 2.25785 -0.2 0.1 0.1 -0.07
H 6.90658 -0.30120 -0.04624 0.0 0.0 0.0 0.11
H 3.20021 2.43388 3.49218 0.0 0.0 0.0 0.13
H 5.38389 2.15602 3.09597 0.0 0.0 0.0 0.11
F -0.24935 3.19640 1.24565 0.1 0.2 -0.1 -0.02
C 0.23125 2.52036 0.16571 -0.2 -1.0 0.3 -0.39
F -0.59765 2.85203 -0.87303 0.0 0.2 0.1 -0.02
H 1.24395 2.86602 -0.04647 0.0 0.1 0.0 0.10
```
Positions in Å, forces in eV/Å.

Properties
Strongest force on any atom   1.1 eV/A
LUMO level   -0.0060 hartree
Energy relative to the best compared isomer or geometry (same formula, charge and spin)   0.0 kcal/mol
Charge   0
HOMO energy   -7.65 eV
Energy   -4112.77395 Eh
Gap between HOMO and LUMO   7.5 eV


C36H36Cl2N3O2OsS4Te | ωB97M-V/def2-TZVPD

Structure (XYZ):
```
85
Properties=species:S:1:pos:R:3:forces:R:3:lowdin_charge:R:1
Os -2.31740 0.46103 1.92137 0.3 0.3 -0.7 1.20
C 2.96468 -1.57309 3.42239 0.0 -0.1 0.1 -0.12
C 2.68341 -0.61443 4.38804 0.1 -0.1 -0.1 -0.09
C 1.47455 0.05554 4.39428 -0.2 0.1 -0.1 -0.03
C 0.49851 -0.21922 3.41706 0.4 -0.2 0.2 -0.28
C 0.79422 -1.19291 2.45467 -0.2 -0.1 0.1 -0.06
C 2.00752 -1.85550 2.45886 -0.1 -0.2 0.2 -0.10
N -0.72890 0.43720 3.43141 -1.2 0.2 -1.0 -0.17
N -0.96816 1.19966 4.48944 0.7 0.0 0.7 0.02
C -2.16673 1.82907 4.49321 -0.4 -0.1 -0.5 -0.37
C -2.57695 2.53951 5.62942 0.1 -0.1 -0.1 -0.03
C -3.78682 3.20956 5.62134 0.0 0.0 0.0 -0.09
C -4.59619 3.19278 4.49100 0.0 0.0 0.0 -0.10
C -4.20591 2.46744 3.36748 -0.2 0.0 0.0 -0.16
C -3.01783 1.75346 3.34686 0.2 0.0 0.3 -0.40
H 3.91429 -2.09333 3.42391 0.0 0.0 0.0 0.09
H 3.41869 -0.38612 5.15008 0.0 0.0 0.0 0.10
H 1.25089 0.79831 5.14394 0.0 0.0 0.0 0.09
H 0.05943 -1.43232 1.70412 0.0 0.0 0.1 0.06
H 2.20687 -2.60107 1.69833 0.0 0.0 0.0 0.11
H -1.93824 2.52759 6.50247 0.0 0.1 0.0 0.11
H -4.09889 3.76064 6.49968 0.0 0.0 0.0 0.10
H -5.52996 3.73941 4.47976 0.0 0.0 0.0 0.10
H -4.85072 2.47167 2.49598 0.0 -0.1 0.0 0.08
O -5.11666 0.21889 -4.25919 0.0 -0.1 0.0 -0.05
C -4.75017 0.38336 -3.13014 0.1 0.2 -0.1 -1.02
S -5.18802 -0.65751 -1.77722 0.0 -0.1 0.2 0.97
C -4.34424 0.24376 -0.52454 -0.1 -0.2 -0.1 -1.14
C -3.65282 1.35319 -0.90631 0.2 0.3 -0.2 -1.19
S -2.78484 2.40175 0.14486 0.1 -0.5 0.3 0.56
S -3.68209 1.71870 -2.62892 0.0 0.0 0.1 0.95
S -4.45303 -0.31463 1.09424 0.5 0.0 0.4 0.57
Cl -3.45856 -1.16761 4.28343 -0.3 -0.3 0.3 0.58
C -3.53411 -2.94107 4.36608 0.1 0.2 -0.1 -0.97
Cl -1.95729 -3.65550 4.00439 0.0 0.0 0.0 0.53
H -4.25009 -3.28675 3.63013 0.0 0.0 0.0 0.03
H -3.82004 -3.22165 5.37234 0.0 0.0 0.0 0.03
C -2.08023 -2.74677 -0.03439 -0.1 0.0 -0.2 0.00
C -1.46558 -1.44935 -0.43759 -0.2 0.1 0.4 -0.69
O -1.04324 -1.37220 -1.70975 0.3 0.3 0.0 -0.31
N -1.23980 -0.42631 0.27899 -0.4 0.2 0.2 -0.26
Te -0.20026 0.49677 -1.58825 0.3 -0.6 -0.2 1.91
C 0.56860 0.30130 -3.62394 0.1 0.4 -0.1 -0.29
C 1.53720 1.29394 -3.89622 -0.1 -0.1 0.2 -0.30
C 2.00833 2.30032 -2.86923 0.0 -0.2 0.0 -0.07
C 2.10313 1.38869 -5.16304 0.0 0.0 0.0 -0.02
C 1.70633 0.56092 -6.19735 0.0 0.0 0.0 -0.26
C 2.31222 0.65565 -7.56981 0.0 0.0 0.1 -0.04
C 0.70486 -0.36052 -5.93487 0.0 0.0 0.0 -0.02
C 0.11882 -0.50673 -4.68317 0.0 -0.1 0.2 -0.27
C -0.99155 -1.51813 -4.57847 0.1 -0.1 -0.1 -0.04
C 1.63391 -0.01482 -0.63491 0.1 0.1 0.1 -0.29
C 2.01168 0.82613 0.42297 -0.1 0.1 -0.1 -0.31
C 1.16074 1.98000 0.87154 0.1 0.0 0.0 -0.07
C 3.23016 0.61133 1.04993 0.1 0.1 -0.2 -0.02
C 4.08545 -0.40070 0.64469 0.1 0.1 -0.2 -0.27
C 5.42440 -0.59644 1.29671 -0.1 -0.1 0.0 -0.04
C 3.68226 -1.23077 -0.39255 0.0 0.1 0.0 -0.01
C 2.46813 -1.06388 -1.04782 -0.2 0.0 -0.2 -0.26
C 2.13218 -1.99953 -2.18014 0.1 0.1 0.0 -0.04
H -2.86567 -3.01922 -0.73997 0.0 0.0 0.0 0.09
H -2.48444 -2.68262 0.97167 0.0 0.0 0.0 0.04
H -1.31345 -3.52315 -0.06983 0.0 0.0 0.0 0.10
H 1.17628 2.69468 -2.27896 0.1 0.1 0.1 0.04
H 2.48170 3.14650 -3.36433 -0.1 0.0 0.0 0.09
H 2.73727 1.86400 -2.18567 0.0 0.0 0.1 0.08
H 2.85918 2.14755 -5.33290 0.0 0.0 0.0 0.12
H 3.04191 1.46141 -7.62789 0.0 0.0 0.0 0.07
H 1.53822 0.83468 -8.31717 0.0 0.0 0.0 0.08
H 2.80750 -0.28235 -7.82555 0.0 0.0 -0.1 0.08
H 0.35082 -0.99232 -6.74269 0.0 0.0 0.0 0.12
H -0.90892 -2.24246 -5.38822 0.0 0.0 0.0 0.08
H -1.95775 -1.02352 -4.68769 -0.1 0.0 0.1 0.09
H -0.98581 -2.05089 -3.63622 0.0 0.0 -0.1 0.05
H 0.11539 1.69032 0.96447 -0.1 0.1 0.1 0.00
H 1.22381 2.81633 0.16903 0.0 0.0 0.0 0.08
H 1.49145 2.33933 1.84510 -0.1 0.0 0.0 0.09
H 3.51310 1.25079 1.87821 0.0 0.0 0.0 0.13
H 5.64270 0.20850 1.99616 0.0 0.0 0.0 0.08
H 6.21305 -0.62894 0.54385 0.0 0.0 0.0 0.08
H 5.44848 -1.54138 1.84275 0.0 0.0 0.0 0.07
H 4.34103 -2.03308 -0.70872 0.0 0.0 0.0 0.13
H 2.58317 -2.97734 -2.01100 0.0 0.0 0.0 0.09
H 2.52487 -1.61039 -3.12178 0.0 0.0 0.0 0.09
H 1.06001 -2.12516 -2.29022 0.0 -0.1 -0.1 0.05
```
Positions in Å, forces in eV/Å.

Properties
Strongest force on any atom   1.6 eV/A
LUMO level (spin up / spin down)   -0.0166 / -0.0671 hartree
<S²>   8.7930
Energy relative to the best compared isomer or geometry (same formula, charge and spin)   24.4 kcal/mol
Charge   0
2S+1   6
HOMO energy (spin up / spin down)   -5.84 / -7.66 eV
Energy   -4579.86829 Eh
Gap between HOMO and LUMO (spin up / spin down)   5.4 / 5.8 eV


C36H36Cl2N3O2OsS4Te | ωB97M-V/def2-TZVPD

Structure (XYZ):
```
85
Properties=species:S:1:pos:R:3:forces:R:3:lowdin_charge:R:1
Os -0.98019 -3.28994 0.23013 -0.1 -0.3 0.1 1.06
C 4.20291 -4.82886 1.52411 0.0 0.0 0.0 -0.11
C 3.91369 -3.93038 2.54476 0.0 0.0 0.0 -0.09
C 2.66941 -3.33172 2.64202 0.0 0.0 0.0 -0.04
C 1.68167 -3.62564 1.69494 -0.1 0.1 -0.1 -0.32
C 1.97023 -4.54131 0.67821 0.0 0.0 0.0 -0.10
C 3.21763 -5.13297 0.59381 0.0 0.0 0.0 -0.10
N 0.42427 -3.03409 1.71942 0.1 0.0 0.1 -0.24
N 0.12557 -2.26480 2.77194 0.0 0.1 -0.1 0.06
C -1.13638 -1.75532 2.64837 0.1 0.1 0.0 -0.35
C -1.62580 -0.83756 3.59244 0.0 0.0 0.0 -0.04
C -2.87172 -0.26341 3.41791 0.0 0.0 0.0 -0.11
C -3.66084 -0.60235 2.31962 0.0 0.0 0.0 -0.11
C -3.19703 -1.53431 1.39068 0.0 0.1 0.0 -0.13
C -1.94372 -2.10001 1.53976 -0.2 0.0 0.0 -0.33
H 5.17718 -5.29489 1.46277 0.0 0.0 0.0 0.09
H 4.67188 -3.69151 3.28047 0.0 0.0 0.0 0.10
H 2.44174 -2.63685 3.43672 0.0 0.0 0.0 0.10
H 1.21007 -4.80142 -0.05566 0.0 0.0 0.0 0.08
H 3.41798 -5.84200 -0.19972 0.0 0.0 0.0 0.10
H -1.00271 -0.58579 4.44211 0.0 0.0 0.0 0.11
H -3.23980 0.45002 4.14492 0.0 0.0 0.0 0.10
H -4.63858 -0.15515 2.19331 0.0 0.0 0.0 0.10
H -3.80980 -1.80279 0.53857 0.0 0.0 0.0 0.09
O -4.49833 -9.08071 -0.96935 0.0 0.0 0.0 -0.03
C -3.92959 -8.05613 -0.73946 0.0 0.0 0.0 -1.00
S -3.79747 -6.71714 -1.90074 0.0 0.0 0.0 0.97
C -2.86643 -5.65964 -0.86658 0.0 -0.1 0.2 -1.13
C -2.53992 -6.12377 0.38856 -0.1 0.1 -0.2 -1.14
S -1.63995 -5.22852 1.52025 0.1 0.1 0.0 0.64
S -3.11522 -7.71058 0.80844 0.0 0.0 0.0 0.99
S -2.40801 -4.12460 -1.42460 0.1 0.2 0.1 0.63
Cl 2.83359 -1.66621 -1.05357 0.0 -0.1 -0.1 0.65
C 3.74079 -1.69514 -2.56419 0.0 0.0 0.0 -0.97
Cl 4.54358 -0.15103 -2.90127 0.0 -0.1 0.0 0.56
H 3.05094 -1.89433 -3.37565 0.0 0.0 0.0 0.02
H 4.50182 -2.46252 -2.49078 0.0 0.0 0.0 0.03
C -0.26315 -2.13048 -3.28376 0.1 0.0 -0.1 -0.04
C -0.40891 -1.25970 -2.05894 -0.3 -0.1 0.2 -0.70
O -0.41263 -0.00835 -2.23872 0.0 -0.1 0.3 -0.16
N -0.56429 -1.84497 -0.88681 0.3 0.3 -0.4 -0.17
Te -0.54476 1.21332 0.08463 0.1 -0.2 0.0 1.83
C -1.60627 3.02736 0.32541 -0.1 -0.1 0.0 -0.39
C -1.14115 3.97913 1.24085 0.0 0.0 0.0 -0.29
C 0.12157 3.77905 2.03448 0.0 0.0 0.0 -0.06
C -1.89884 5.12722 1.43529 0.0 0.0 0.0 -0.01
C -3.09481 5.34094 0.75998 0.0 0.0 0.0 -0.25
C -3.88876 6.60027 0.97184 0.0 0.0 0.0 -0.04
C -3.53755 4.36641 -0.12291 0.0 0.0 0.0 -0.01
C -2.81385 3.20079 -0.35396 0.0 0.0 0.0 -0.31
C -3.38087 2.18678 -1.31442 0.0 0.0 0.0 -0.06
C 1.22918 2.03548 -0.69683 0.0 0.0 0.0 -0.37
C 2.42865 1.70571 -0.06306 0.0 0.0 -0.1 -0.33
C 2.48627 0.79946 1.13172 0.0 0.0 0.2 -0.11
C 3.61141 2.22863 -0.57725 0.0 0.0 0.0 -0.04
C 3.62223 3.03998 -1.69963 0.0 0.1 0.0 -0.28
C 4.90988 3.57440 -2.26093 0.0 0.0 0.0 -0.05
C 2.41105 3.33283 -2.31753 0.0 0.0 0.0 -0.01
C 1.20247 2.84536 -1.84082 0.0 0.0 0.0 -0.27
C -0.06504 3.18900 -2.57229 0.0 0.0 0.0 -0.04
H 0.26755 -1.57468 -4.05480 0.0 0.0 0.0 0.08
H -1.25551 -2.38190 -3.66230 0.0 0.0 0.0 0.07
H 0.25453 -3.05866 -3.04609 0.0 0.0 0.0 0.07
H 0.05694 2.87458 2.64667 0.0 0.0 0.0 0.08
H 0.29207 4.62272 2.70162 0.0 0.0 0.0 0.08
H 0.99372 3.68007 1.38536 0.0 0.0 0.0 0.07
H -1.54580 5.87296 2.13924 0.0 0.0 0.0 0.12
H -3.57178 7.12074 1.87451 0.0 0.0 0.0 0.08
H -4.95375 6.38349 1.05741 0.0 0.0 0.0 0.08
H -3.76047 7.28392 0.13020 0.0 0.0 0.0 0.09
H -4.47349 4.51343 -0.65232 0.0 0.0 0.0 0.13
H -3.79395 2.68513 -2.19194 0.0 0.0 0.0 0.09
H -4.19065 1.62575 -0.84235 0.0 0.0 0.0 0.09
H -2.64282 1.46574 -1.66861 0.0 0.0 0.0 0.03
H 1.91062 -0.11314 0.97849 0.0 -0.1 0.0 0.02
H 2.08959 1.28065 2.02974 0.0 0.0 0.0 0.08
H 3.51242 0.49747 1.33640 0.0 0.0 0.0 0.08
H 4.54772 1.96792 -0.09661 0.0 0.0 0.0 0.12
H 5.76397 3.25364 -1.66644 0.0 0.0 0.0 0.08
H 4.90211 4.66534 -2.28708 0.0 0.0 0.0 0.08
H 5.05947 3.22437 -3.28393 0.0 0.0 0.0 0.08
H 2.40638 3.95038 -3.20960 0.0 0.0 0.0 0.12
H 0.16951 3.67103 -3.52031 0.0 0.0 0.0 0.08
H -0.68568 3.87264 -1.99128 0.0 0.0 0.0 0.08
H -0.64803 2.29117 -2.78494 0.0 0.0 0.0 0.06
```
Positions in Å, forces in eV/Å.

Properties
Strongest force on any atom   0.5 eV/A
LUMO level (spin up / spin down)   0.0085 / -0.0782 hartree
<S²>   8.8162
Energy relative to the best compared isomer or geometry (same formula, charge and spin)   0.0 kcal/mol
Charge   0
2S+1   6
HOMO energy (spin up / spin down)   -5.95 / -7.67 eV
Energy   -4579.90711 Eh
Gap between HOMO and LUMO (spin up / spin down)   6.2 / 5.5 eV